ORCA calculation (the ωB97M-V functional and the def2-TZVPD basis) on a single C5H12S2 molecule in a non-equilibrium geometry.

Structure (XYZ):
```
19
Properties=species:S:1:pos:R:3
C -1.447 2.893 0.996
C -0.893 2.472 -0.359
C 0.088 1.281 -0.227
S -0.549 -0.209 0.553
S 1.209 -1.244 0.996
C 1.376 -2.304 -0.464
C 0.738 -3.710 -0.234
H -2.088 2.114 1.414
H -2.064 3.783 0.907
H -0.624 2.993 1.705
H -0.351 3.308 -0.797
H -1.708 2.169 -1.016
H 0.335 1.016 -1.259
H 0.986 1.619 0.287
H 0.801 -1.928 -1.309
H 2.441 -2.293 -0.692
H -0.272 -3.491 0.105
H 1.268 -4.217 0.569
H 0.753 -4.252 -1.175
```

## Properties
- DFT total energy: -27050.1607 eV
- Highest occupied orbital energy: -8.82 eV
- SMILES: CCCSSCC
- Orbital gap: 9.557 eV
- Net charge: 0
- E_LUMO: 0.73 eV

Atomic partial charges in e from the natural (NBO) method, atoms 1 to 6: atom 1 (C): -0.61, atom 2 (C): -0.40, atom 3 (C): -0.54, atom 4 (S): 0.08, atom 5 (S): 0.09, atom 6 (C): -0.54

***

ORCA calculation (the ωB97M-V functional and the def2-TZVPD basis) on a molecular structure, C5H12Se2 in a non-equilibrium geometry.

Structure (XYZ):
```
19
Properties=species:S:1:pos:R:3
C -0.879 1.760 1.454
C 2.277 -1.716 -1.255
C -2.199 -0.871 0.562
C 0.789 0.694 -1.776
C 0.239 0.805 1.208
Se 0.435 -1.146 -1.845
Se -0.373 -1.102 1.108
H -1.726 1.647 0.618
H -0.428 2.824 1.402
H -1.392 1.581 2.509
H 2.404 -2.779 -1.199
H 3.093 -1.109 -1.703
H 2.502 -1.399 -0.228
H -2.680 -1.846 0.513
H -2.667 -0.092 1.189
H -2.189 -0.148 -0.314
H 0.051 1.244 -2.352
H 1.786 0.833 -1.924
H 0.958 0.820 2.034
```

## Properties
- DFT total energy: -136066.3926 eV
- Highest occupied orbital energy (spin up / spin down): -7.00 / -7.25 eV
- Orbital gap (spin up / spin down): 7.089 / 7.480 eV
- Net charge: 0
- E_LUMO (spin up / spin down): 0.09 / 0.23 eV

Atomic partial charges in e from the natural (NBO) method, atoms 1 to 6: atom 1 (C): -0.71, atom 2 (C): -0.79, atom 3 (C): -0.84, atom 4 (C): -0.66, atom 5 (C): -0.36, atom 6 (Se): 0.42

***

ORCA calculation (the ωB97M-V functional and the def2-TZVPD basis) on a molecular structure, C5H13BO6SYb in a non-equilibrium geometry.

Structure (XYZ):
```
27
Properties=species:S:1:pos:R:3
C 4.516 0.498 1.074
O 3.313 1.044 0.364
C 2.989 0.168 -0.776
C 1.403 0.317 -1.137
C 0.389 -0.466 -0.055
O -0.194 -1.560 -0.810
S -1.779 -1.968 -0.432
O -1.658 -3.208 0.541
O -2.619 -0.814 0.500
C -3.535 -0.162 -0.486
B -4.898 0.422 0.268
O -5.325 0.088 1.641
O -5.826 1.329 -0.494
H 5.123 1.412 1.525
H 4.180 -0.233 1.947
H 5.237 -0.078 0.319
H 3.354 -0.939 -0.673
H 3.586 0.616 -1.707
H 1.131 1.475 -1.209
H 1.175 -0.117 -2.221
H 1.119 -0.881 0.790
H -0.329 0.371 0.322
H -3.030 0.730 -1.066
H -3.877 -1.043 -1.212
H -5.788 0.924 1.979
H -5.234 2.146 -0.654
Yb 6.574 -0.070 1.663
```

## Properties
- DFT total energy: -60698.2083 eV
- Highest occupied orbital energy: -13.75 eV
- Orbital gap: 2.853 eV
- Net charge: +2
- E_LUMO: -10.90 eV

Atomic partial charges in e from the natural (NBO) method, atoms 1 to 6: atom 1 (C): -0.35, atom 2 (O): -0.46, atom 3 (C): -0.13, atom 4 (C): -0.46, atom 5 (C): -0.09, atom 6 (O): -0.70

***

Q: What is the DFT total energy in the second record?
A: -136066.3926 eV